One molecule with the formula C8H11NO2, computed with ωB97M-V/def2-TZVPD.

Geometry as XYZ:
```
22
Properties=species:S:1:pos:R:3:forces:R:3
C 0.51797 -0.80137 0.54452 -1.8 -0.4 -0.9
C 0.55388 -0.15459 -0.68843 -0.4 -2.3 1.2
C -0.87069 -0.74125 1.25470 -0.6 1.9 -2.4
C 1.39590 -0.06036 1.45968 3.5 0.7 2.0
C 1.10972 1.17009 -0.45263 -0.7 2.4 0.7
C -0.70060 0.85767 1.57767 1.0 -0.7 -2.0
C 0.73683 1.23073 1.07811 0.6 0.4 0.6
C -0.32521 -0.37292 -1.80254 -1.7 -0.8 -1.7
N -0.90889 -1.61227 -1.95125 0.3 -2.1 -0.1
O -1.49745 -1.95095 -3.19239 -0.2 1.1 -0.1
O -0.69830 0.47014 -2.62361 0.6 0.3 0.4
H -1.69494 -0.74404 0.43469 1.1 -0.8 1.9
H -1.03157 -1.25476 2.20518 0.0 -0.4 -0.6
H 1.38295 -0.25269 2.57670 -0.5 -0.2 -1.3
H 2.49608 0.05612 1.21353 -1.1 -0.8 0.0
H 2.23995 1.17769 -0.49895 -1.2 0.8 -0.4
H 0.46069 1.97859 -0.97572 1.8 -1.4 0.1
H -1.37671 1.50899 1.08764 -1.3 0.2 -0.5
H -0.79000 0.98752 2.61432 0.2 0.4 1.5
H 1.15388 2.13124 1.49196 0.0 0.5 0.7
H -0.51958 -2.53370 -1.70803 0.3 1.3 0.6
H -1.63391 -1.08988 -3.64517 0.2 -0.2 0.4
```
Forces are in eV/Å.

Summary:
SMILES = O=C(NO)C1=C2CC[C@@H](C2)C1
Frontier orbital gap (alpha / beta) = 8.155 / 8.153 eV
ΔE to the lowest compared entry with this formula, charge and spin = 131.2 kcal per mole
Multiplicity = 1
HOMO (alpha / beta) = -0.3152 / -0.3152 Eh
E = -516.48949 Eh
Strongest force on any atom = 4.09 eV/Å
E_LUMO (alpha / beta) = -0.422 / -0.425 eV


A 2-piece molecular cluster, C8H11NO2S overall, computed with ωB97M-V/def2-TZVPD.

Geometry as XYZ:
```
23
Properties=species:S:1:pos:R:3:forces:R:3
C -2.82156 -1.57314 0.20796 1.3 -1.4 0.3
C -2.76635 -0.27359 -0.18153 1.1 1.3 0.0
C -1.72630 -2.42991 0.29309 1.8 2.0 -1.4
C -1.54365 0.37555 -0.36161 0.3 -1.3 -1.2
C -0.50148 -1.86874 -0.10249 -1.8 0.5 -0.2
C -0.45302 -0.49761 -0.43109 0.5 0.8 1.0
C 1.24620 2.34669 0.89302 0.1 1.2 0.9
C 0.87936 0.04127 -0.74620 1.2 -0.9 -1.9
N 1.37138 0.77245 -1.67302 -2.1 2.0 0.8
O 3.41578 0.02114 -0.03470 0.8 -3.6 1.2
O 1.87194 -1.27521 1.43678 -0.4 0.3 0.5
S 2.17225 -1.04281 0.03811 1.6 0.3 -0.7
H -3.74397 -1.94533 0.45821 -2.2 -1.0 0.3
H -3.68498 0.18651 -0.39245 -1.1 1.0 0.2
H -1.67064 -3.48076 0.41204 -0.9 -0.8 0.6
H -1.36350 1.41501 -0.68260 -0.6 -0.5 0.4
H 0.32826 -2.52268 -0.27222 0.3 -0.1 0.1
H 1.09134 3.09370 0.10749 -0.1 -0.4 -0.1
H 0.34753 1.76502 1.08646 -0.3 0.6 0.5
H 1.92909 1.59700 0.59154 0.8 0.1 -0.1
H 3.27666 0.87053 -0.34136 -1.0 2.8 -1.4
H 1.67426 2.90303 1.76212 -0.7 -0.7 -0.4
H 0.67141 1.52187 -2.06757 1.2 -2.3 0.5
```
Forces are in eV/Å.

Summary:
Frontier orbital gap = 8.839 eV
ΔE to the lowest compared entry with this formula, charge and spin = 71.7 kcal per mole
Multiplicity = 1
HOMO = -0.3317 Eh
E = -914.75754 Eh
Strongest force on any atom = 3.89 eV/Å
E_LUMO = -0.187 eV


One molecule with the formula C8H11NO3, computed with ωB97M-V/def2-TZVPD.

Geometry as XYZ:
```
23
Properties=species:S:1:pos:R:3:forces:R:3
C -3.37805 -0.74460 0.52775 -1.1 -1.1 0.2
C -1.43756 0.26090 -0.25356 1.8 0.2 -0.6
C -0.95441 1.60728 -0.18088 0.5 -1.9 -0.3
C 0.40756 1.83934 -0.07330 -0.7 -2.3 0.4
C 1.31177 0.76063 0.00461 -0.3 0.4 0.2
C 0.81563 -0.52717 -0.06958 0.1 -0.9 0.3
C 2.94287 -1.60503 0.01527 -0.2 -0.7 0.6
C -0.53187 -0.81555 -0.26929 -0.4 1.3 0.6
H -3.31813 -0.15040 1.41148 -0.3 0.5 0.9
H -4.44074 -0.93581 0.23806 0.9 0.6 0.0
H -2.98690 -1.73930 0.80020 0.4 0.4 -0.6
H -1.51723 2.48690 -0.35243 -1.2 0.3 0.1
H 0.34113 3.77972 -0.52297 1.2 -0.8 1.1
H 1.88591 3.05465 -0.19821 -1.2 0.9 0.3
H 2.33917 1.02028 0.23413 0.1 -0.4 -0.1
H 3.36451 -1.13241 0.95315 -0.5 -0.1 -1.2
H 3.18511 -1.10448 -0.93626 0.5 -0.1 0.6
H 3.27004 -2.66342 0.03066 0.1 0.7 -0.3
H -0.03714 -2.64127 -0.64918 -3.3 1.8 1.2
N 0.88392 3.11225 0.09453 1.1 1.9 -1.6
O -2.71777 -0.03720 -0.49446 -1.3 0.1 -0.6
O 1.51710 -1.70954 0.07163 0.8 0.8 0.0
O -0.94492 -2.11575 -0.38137 3.1 -1.5 -1.2
```
Forces are in eV/Å.

Summary:
SMILES = COc1cc(N)cc(OC)c1O
Frontier orbital gap = 8.201 eV
ΔE to the lowest compared entry with this formula, charge and spin = 45.6 kcal per mole
Multiplicity = 1
HOMO = -0.2737 Eh
E = -591.85410 Eh
Strongest force on any atom = 3.89 eV/Å
E_LUMO = 0.753 eV


An isolated ion of composition C8H11NOP and charge +1, computed with ωB97M-V/def2-TZVPD.

Geometry as XYZ:
```
22
Properties=species:S:1:pos:R:3:forces:R:3
C 0.59343 -2.28193 -0.29517 4.2 2.2 -2.9
C -0.37450 -2.10949 0.67667 -2.8 0.0 2.1
C 1.21724 -1.12942 -0.87305 -1.5 -0.5 2.2
C -1.04353 -0.92072 0.92940 1.7 -1.2 -0.7
C 0.75995 0.17252 -0.33984 -0.6 0.9 0.0
C -0.63223 0.26534 0.22819 1.2 -0.5 -1.9
C 1.43627 1.38373 -0.89306 0.5 1.6 0.3
C -1.44844 1.22671 -0.25001 -0.4 0.8 1.9
N -2.80244 1.38619 0.42044 0.8 -0.9 -1.3
O 3.48225 0.02954 0.32719 0.4 0.5 -0.3
P 2.26359 0.99635 0.77039 -1.5 -0.1 -1.0
H 1.08423 -3.22364 -0.52819 -0.6 -0.1 0.1
H -0.73161 -3.00727 1.26050 0.5 1.0 -0.8
H 2.12567 -0.96830 -1.49973 -0.9 -1.2 0.4
H -1.89869 -0.94906 1.54485 -0.8 0.0 0.8
H 2.05166 1.12332 -1.72538 0.6 0.0 -0.5
H 1.06915 2.46558 -1.07474 0.0 -2.1 0.7
H -1.31122 2.20313 -0.68871 1.0 -0.4 -0.5
H -3.01165 0.60532 1.05391 0.0 0.8 0.3
H -3.40135 1.26537 -0.38254 -1.0 0.3 0.0
H -2.81466 2.35006 0.75332 -0.7 -0.4 0.7
H 3.38686 -0.88331 0.58557 0.1 -0.6 0.3
```
Forces are in eV/Å.

Summary:
SMILES = [NH3+]/C=C1\C=CC=C[C@@]12CP2O
Frontier orbital gap (alpha / beta) = 7.239 / 7.238 eV
ΔE to the lowest compared entry with this formula, charge and spin = 78.2 kcal per mole
Multiplicity = 1
HOMO (alpha / beta) = -0.4185 / -0.4185 Eh
E = -782.44250 Eh
Charge = +1
Strongest force on any atom = 5.53 eV/Å
E_LUMO (alpha / beta) = -4.148 / -4.149 eV


C8H11NS as an isolated structure, computed with ωB97M-V/def2-TZVPD.

Geometry as XYZ:
```
21
Properties=species:S:1:pos:R:3:forces:R:3
C -0.54361 0.90270 -0.28512 0.5 0.5 -0.6
C -0.36067 -0.17110 -1.26825 1.6 -0.7 -1.2
C -1.28923 0.32147 0.81353 0.5 0.9 3.5
C 0.87467 1.08898 0.34700 -1.0 2.2 -1.5
C -0.27851 -0.78801 1.33360 0.7 2.3 0.7
C 0.28741 -2.04004 -1.60264 -0.6 3.3 2.8
C 0.94882 -0.84926 -0.85707 -0.8 -0.7 1.4
C 1.05546 -0.42960 0.60457 -1.2 0.8 1.3
N -0.79085 -1.13719 -2.00785 -1.8 0.9 -0.1
S -1.50438 3.77804 0.37774 0.8 -1.8 -1.0
H -1.46541 1.16191 1.55126 0.3 -1.4 -0.5
H -2.18854 -0.12595 0.61114 -2.3 -0.8 -0.9
H 1.54426 1.67518 -0.38481 -0.6 -1.3 1.3
H 0.56275 1.75535 1.15459 1.1 -0.2 0.5
H -0.18406 -0.88151 2.43392 0.0 0.8 -0.5
H -0.51351 -1.75762 1.08472 -1.1 -2.2 -1.1
H 0.87772 -2.36281 -2.33189 2.2 -1.7 -3.3
H 0.03062 -2.76782 -0.91926 -1.1 -1.9 1.1
H 1.82556 -0.57919 -1.33158 1.6 1.0 -1.4
H 1.78146 -0.64900 1.35781 1.5 -0.5 -0.5
H -0.66994 3.85547 -0.68141 -0.1 0.3 0.2
```
Forces are in eV/Å.

Summary:
Frontier orbital gap (alpha / beta) = 5.776 / 5.767 eV
ΔE to the lowest compared entry with this formula, charge and spin = 153.3 kcal per mole
Multiplicity = 1
HOMO (alpha / beta) = -0.3027 / -0.3025 Eh
E = -764.10492 Eh
Strongest force on any atom = 4.38 eV/Å
E_LUMO (alpha / beta) = -2.460 / -2.465 eV


One molecule with the formula C8H12, computed with ωB97M-V/def2-TZVPD.

Geometry as XYZ:
```
20
Properties=species:S:1:pos:R:3:forces:R:3
C -1.15381 1.87053 -0.31213 -0.6 0.1 -0.8
C -0.12096 0.95162 -0.89742 0.5 -0.3 -0.4
C 0.30100 0.99963 -2.16409 -1.0 1.6 -0.7
C 1.36164 -0.02770 0.88871 -1.8 0.9 -0.4
C 0.36457 -0.10731 -0.01387 1.4 -1.7 2.1
C -0.35321 -1.42773 -0.14509 -1.2 1.0 -1.8
C -1.67670 -1.55288 0.02496 0.9 -0.1 0.4
C 1.72649 -1.08864 1.87607 0.4 0.4 -0.3
H -0.68473 2.60569 0.33373 0.3 -0.2 0.5
H -1.53380 2.50722 -1.11728 -0.5 -0.3 0.0
H -1.96403 1.36155 0.24781 0.5 0.3 -0.4
H 1.22279 0.72311 -2.65829 0.0 -1.1 0.6
H -0.31837 1.56611 -2.86795 0.2 0.4 0.3
H 1.72453 0.96840 1.05967 0.7 0.3 -0.1
H 0.11119 -2.12163 -0.84391 0.3 -0.4 0.5
H -2.23909 -0.76967 0.51653 -0.1 -0.1 0.1
H -2.20191 -2.44506 -0.28773 0.0 0.0 0.0
H 0.85316 -1.51728 2.33922 -0.4 -0.3 0.0
H 2.27015 -1.87150 1.34411 0.2 -0.1 0.4
H 2.31107 -0.62444 2.67696 0.2 -0.4 -0.2
```
Forces are in eV/Å.

Summary:
SMILES = C=C/C(=C\C)C(=C)C
Frontier orbital gap = 10.030 eV
ΔE to the lowest compared entry with this formula, charge and spin = 37.1 kcal per mole
Multiplicity = 1
HOMO = -0.3306 Eh
E = -311.92721 Eh
Strongest force on any atom = 3.01 eV/Å
E_LUMO = 1.033 eV